Record 1
19
Properties=species:S:1:pos:R:3:forces:R:3:lowdin_charge:R:1 method="wB97M-V/def2-TZVPD" homo_ev=-19.344 spin_multiplicity=1 charge=+2 de_lowest_ev=2.0565
C -0.0966 0.1994 -0.6286 -2.08 1.49 3.97 -0.279
C 1.4824 -1.0504 -1.8892 3.19 -0.55 -1.22 -0.021
C -1.0474 0.2307 0.6858 2.44 -2.47 1.00 -0.088
N 0.1031 1.3834 -1.1441 0.57 -0.60 -1.75 0.253
N -1.3268 -1.0372 1.1314 0.95 1.12 -1.79 0.121
N 0.4191 -0.9200 -0.9240 0.03 -2.78 0.46 0.055
N -0.1992 1.0245 2.0421 -3.21 -2.01 2.85 0.228
H 1.0550 -1.2889 -2.8595 -0.06 0.79 -0.40 0.106
H 2.1939 -1.9718 -1.8146 -1.50 1.50 0.94 0.151
H 2.2020 -0.1219 -1.8492 -1.68 -1.71 -0.30 0.150
H -1.8214 0.9250 0.6087 -1.52 0.75 -0.28 0.139
H -0.4662 2.1313 -0.8201 -0.31 0.73 0.04 0.136
H 0.3528 1.4045 -2.1377 0.30 0.45 0.42 0.168
H -0.5217 -1.6158 1.2883 -0.12 -0.40 0.40 0.119
H -2.1190 -1.2061 1.6766 -1.34 -0.36 0.96 0.119
H -0.0616 -1.7794 -0.5143 1.01 1.43 -0.83 0.203
H 0.4915 0.5313 2.6169 0.23 -0.59 -0.75 0.158
H 0.2098 1.7812 1.6697 2.24 3.91 -1.37 0.061
H -0.8497 1.3804 2.8619 0.86 -0.72 -2.34 0.222

Record 2
122
Properties=species:S:1:pos:R:3:forces:R:3:lowdin_charge:R:1 method="wB97M-V/def2-TZVPD" homo_ev="-5.028 / -5.028" spin_multiplicity=1 charge=-1
Ce 1.0138 -0.6845 -0.8631 -1.84 0.16 2.69 0.735
C -1.1627 0.8254 7.1281 -0.23 0.79 0.02 -0.052
C -1.0297 -0.6040 6.6048 0.24 0.17 -0.35 -0.582
C -2.3476 -1.3528 6.6093 -0.54 -0.30 -0.30 -0.070
C -0.0783 -1.3491 7.5446 0.04 -0.83 0.14 -0.068
C -0.4859 -0.5108 5.1805 1.63 -0.03 -0.48 -0.178
C -1.2501 -0.5521 4.0289 -0.23 -0.22 -0.11 -0.055
C -0.6438 -0.6237 2.7613 1.27 -0.01 0.70 -0.406
Se -1.5434 -1.0526 1.1843 -1.09 -0.22 -0.65 1.224
C -2.3646 0.6465 0.8458 -0.49 0.67 -0.01 -0.363
C -3.5952 1.0371 1.3907 -0.30 -0.33 -0.34 -0.051
C -4.2208 2.2575 1.0372 0.05 -0.49 0.07 -0.150
C -3.5192 3.0514 0.1210 -0.01 0.06 0.19 0.015
C -2.2801 2.6860 -0.4712 -0.93 -0.89 1.25 -0.093
C -1.6513 1.4800 -0.0464 -0.92 0.68 0.01 -0.341
O -0.4561 1.1533 -0.4611 2.07 -1.73 -0.66 -0.255
C -1.8016 3.5331 -1.6043 -0.72 1.12 -0.21 -0.534
C -1.6098 4.9782 -1.0877 -0.33 0.60 0.13 -0.049
C -2.9553 3.5529 -2.6372 0.62 0.02 -0.94 -0.043
C -0.5288 3.1060 -2.3240 -0.44 -0.42 -0.38 -0.047
C -5.6527 2.6246 1.5787 0.25 0.11 0.64 -0.536
C -5.6443 2.6822 3.1310 0.01 0.36 -0.15 -0.067
C -6.7491 1.6264 1.1590 -0.40 0.19 -0.09 -0.065
C -6.1168 4.0256 1.0957 0.70 -0.45 -0.13 -0.080
C 0.7596 -0.5339 2.5824 -0.65 0.48 2.02 -0.364
O 1.3403 -0.7804 1.4488 0.29 0.28 -2.63 -0.302
C 1.5308 -0.1715 3.7483 -1.00 -0.28 -0.40 -0.088
C 0.9163 -0.3099 4.9897 -0.82 -0.45 -0.24 0.019
C 2.9094 0.4283 3.5956 0.37 0.38 -0.25 -0.527
C 3.9358 -0.6140 3.1038 0.20 0.51 0.39 -0.034
C 3.3551 0.9882 4.9527 0.96 0.36 0.46 -0.084
C 2.8354 1.6259 2.5967 0.02 0.00 0.77 -0.023
H -1.6136 0.8534 8.1204 -0.09 -0.08 0.16 0.076
H -0.1659 1.2826 7.2169 -0.23 -0.11 -0.09 0.084
H -1.7656 1.4929 6.4754 0.29 -0.56 0.21 0.097
H -2.6303 -1.6329 7.6305 -0.12 0.19 -0.14 0.079
H -3.1341 -0.7382 6.1563 -0.05 -0.16 0.20 0.079
H -2.2831 -2.2835 6.0125 0.06 0.41 0.31 0.098
H -0.5448 -1.4404 8.5518 0.32 0.08 -0.60 0.089
H 0.1355 -2.3761 7.1658 -0.18 0.63 0.26 0.103
H 0.8766 -0.8366 7.6522 -0.02 0.00 0.13 0.065
H -2.3389 -0.5710 4.1102 0.27 -0.17 -0.23 0.104
H -4.1218 0.3158 2.0302 0.22 0.34 -0.17 0.106
H -3.9836 4.0243 -0.1309 0.51 -0.80 -0.16 0.096
H -2.5717 5.4998 -0.8894 0.43 -0.50 -0.01 0.077
H -1.0429 4.9904 -0.1483 0.05 0.01 -0.26 0.092
H -1.1059 5.6117 -1.8285 0.11 -0.21 0.07 0.079
H -3.7887 4.1993 -2.3895 -0.15 0.01 0.40 0.069
H -2.5296 3.9624 -3.5524 -0.06 0.15 -0.30 0.076
H -3.3345 2.5626 -2.9053 0.14 -0.03 0.29 0.092
H 0.3137 3.0521 -1.6406 0.13 -0.04 -0.23 0.079
H -0.7090 2.1313 -2.8198 0.32 0.35 0.31 0.089
H -0.3614 3.8367 -3.1220 0.23 -0.04 0.12 0.084
H -5.5107 1.7065 3.6140 0.18 0.17 -0.21 0.074
H -4.8655 3.3823 3.4609 -0.05 -0.29 0.06 0.086
H -6.6018 3.0940 3.4863 0.13 -0.19 -0.10 0.075
H -6.7158 0.6643 1.6799 0.26 0.13 0.01 0.074
H -7.7341 2.0892 1.4095 0.56 -0.39 -0.25 0.086
H -6.7139 1.4175 0.0838 -0.06 0.12 0.13 0.086
H -5.3251 4.7587 1.3376 -0.54 -0.09 -0.21 0.087
H -6.2692 3.9605 0.0134 0.09 0.36 0.04 0.083
H -7.0718 4.3326 1.5494 0.38 -0.22 0.02 0.080
H 1.5423 -0.3559 5.8706 0.02 0.51 -0.08 0.088
H 3.9940 -1.3645 3.8925 0.07 -0.39 -0.20 0.081
H 3.6816 -1.0598 2.1371 -0.01 0.09 0.33 0.027
H 4.9337 -0.1466 3.0439 -0.28 -0.11 -0.11 0.088
H 3.6601 0.1817 5.6568 -0.41 0.43 -0.30 0.086
H 4.2618 1.6252 4.8475 -0.45 -0.39 -0.18 0.087
H 2.5886 1.6376 5.4214 0.30 -0.47 -0.24 0.089
H 2.4646 1.3150 1.6350 0.02 -0.11 -0.36 0.039
H 2.1582 2.4068 2.9751 0.15 -0.21 0.00 0.095
H 3.8322 2.0740 2.4772 -0.20 -0.17 -0.02 0.088
O -2.5032 -0.3448 -3.1242 0.66 -0.34 -0.52 0.108
C -1.3649 -0.7677 -3.1745 -0.24 -0.34 1.73 -0.514
O -0.7333 -1.2995 -2.1159 0.07 0.93 0.03 -0.270
C -0.4666 -0.7450 -4.3440 -1.11 0.57 -2.66 -0.172
C -1.0213 -0.7051 -5.6258 0.14 -0.97 2.51 0.005
C -0.4050 -0.2078 -6.7979 1.81 1.01 -0.56 -0.013
C 0.8544 0.4028 -6.9168 -2.40 -0.70 -0.29 -0.172
C 0.9388 1.6088 -7.7091 -0.02 -0.82 -0.88 -0.059
C 1.9192 2.5013 -7.4673 0.23 -0.06 -0.56 -0.092
C 2.8613 2.2656 -6.3953 0.90 0.03 0.53 -0.096
C 2.8759 1.1072 -5.7088 0.21 0.38 0.00 -0.055
C 2.0892 -0.0644 -6.2480 0.85 -0.68 1.61 -0.200
N 0.8959 -0.6852 -4.0912 0.75 0.25 -0.37 0.108
H -2.0878 -0.9686 -5.6880 0.57 0.26 0.09 0.125
H -1.0785 -0.1269 -7.6447 -0.07 0.58 0.04 0.107
H 0.1559 1.7066 -8.4764 0.40 0.43 0.43 0.117
H 2.0264 3.4103 -8.0483 -0.22 -0.02 0.06 0.095
H 3.6368 3.0245 -6.1693 -0.92 -0.27 0.09 0.112
H 3.4623 1.0144 -4.7854 -0.13 -0.05 -0.56 0.079
C 2.0429 -4.6950 1.9108 0.61 0.91 -1.37 -0.013
N 2.4871 -5.0924 0.5563 0.94 -0.38 -1.06 -0.113
C 2.3506 -6.3829 0.0027 0.58 0.92 -0.27 -0.046
C 2.9733 -6.3448 -1.2161 -0.48 0.37 0.52 -0.078
N 3.4751 -5.0761 -1.4593 -0.65 0.09 1.54 -0.012
B 4.3670 -4.7902 -2.7142 1.04 0.29 -0.54 -0.473
N 3.9609 -3.4567 -3.4678 -1.20 0.08 0.01 -0.016
C 4.8218 -2.3880 -3.6503 0.35 -0.11 -0.07 -0.091
C 4.2389 -1.5043 -4.4917 -0.08 0.63 0.28 -0.070
N 2.9168 -1.9385 -4.7029 0.22 0.63 -0.02 -0.015
C 1.7563 -1.1405 -5.1946 0.59 -1.23 -0.21 -0.239
C 2.7547 -3.1849 -4.1200 2.84 1.10 0.55 -0.775
S 1.4306 -4.1366 -4.2827 -1.32 -1.00 0.18 0.665
C 3.1960 -4.2879 -0.3636 -0.98 -2.09 0.12 -0.691
S 3.5547 -2.6555 -0.1407 0.01 0.89 -0.25 0.693
H 2.3581 -5.3998 2.6647 0.13 -0.40 0.02 0.079
H 0.9610 -4.6067 1.8823 -0.08 0.22 0.26 0.091
H 2.5416 -3.7221 2.0995 -0.60 -0.43 0.01 0.066
H 1.8386 -7.1980 0.5163 0.25 0.48 -0.21 0.113
H 3.0675 -7.0930 -1.9829 -0.02 -0.08 0.10 0.110
H 5.5867 -4.7198 -2.3920 -1.00 0.30 -0.05 0.075
H 4.2864 -5.7313 -3.4887 -0.34 0.15 0.29 0.062
H 5.7808 -2.3207 -3.0985 -0.84 -0.26 -0.81 0.131
H 4.6522 -0.6192 -4.9815 -0.34 -0.45 0.54 0.106
H 2.7157 -0.6154 -7.0059 -0.36 0.59 0.27 0.184
H 1.2465 0.1468 -3.6060 -0.01 0.09 -0.38 0.088
H 1.1926 -1.9293 -5.6947 -0.37 0.21 0.01 0.110
O 0.5985 -3.2323 -1.2022 -0.35 0.46 0.33 -0.140
H 1.2619 -3.6551 -1.7579 0.42 -0.37 -0.34 -0.019
H -0.1812 -3.2091 -1.7850 0.13 0.13 0.15 0.061
Br 3.1920 1.0279 -1.5138 -0.72 -0.49 -0.09 0.144

Record 3
88
Properties=species:S:1:pos:R:3:forces:R:3:lowdin_charge:R:1 method="wB97M-V/def2-TZVPD" homo_ev="-0.091 / -0.091" spin_multiplicity=1 charge=-2
Ti 1.0438 -0.1690 -1.1388 0.33 -0.09 0.13 0.916
C -3.3665 -2.7667 -1.0803 0.17 0.04 0.07 -0.127
O -2.3370 -1.8122 -1.2048 0.09 0.20 -0.20 -0.152
C -1.4870 -1.6656 -0.0549 -0.96 0.05 0.17 -0.679
O -0.5418 -0.7650 -0.3743 0.67 0.31 -0.62 -0.276
N -0.9375 -2.9703 0.2891 0.09 -0.05 0.25 -0.048
N 0.4546 -3.0174 0.5715 -0.13 -0.47 0.16 0.021
H -4.1240 -2.5144 -1.8275 -0.01 -0.03 -0.01 0.071
H -3.8181 -2.7435 -0.0868 -0.01 -0.01 0.03 0.064
H -2.9902 -3.7789 -1.2714 -0.02 -0.01 0.01 0.072
H -1.4383 -3.2688 1.1187 0.06 -0.10 0.03 0.075
H 0.9451 -2.9350 -0.3062 0.18 -0.02 -0.19 0.045
H 0.7472 -2.2319 1.1410 -0.15 -0.06 0.02 0.029
N 0.6637 2.0873 1.8726 -0.05 -0.19 0.24 0.022
C 1.7315 1.4749 2.6583 0.02 -0.04 -0.05 -0.268
C 1.7858 -0.0590 2.7236 -0.13 0.06 -0.10 -0.092
C 2.4226 -0.7621 1.5361 0.32 0.07 0.33 -0.617
O 3.0992 -1.7580 1.7034 0.04 0.11 -0.11 0.055
O 2.2031 -0.2137 0.3680 0.07 0.06 -0.03 -0.172
H -0.2357 1.7500 2.2067 -0.02 -0.03 0.01 0.066
H 0.7167 1.7619 0.9142 -0.03 -0.11 -0.02 0.022
H 1.6373 1.8497 3.6801 0.00 0.02 0.03 0.100
H 2.6880 1.8526 2.2813 0.01 0.01 0.01 0.101
H 0.7650 -0.4497 2.8059 -0.07 0.03 0.02 0.114
H 2.3324 -0.3833 3.6093 0.00 -0.02 0.02 0.110
C -2.9735 4.0047 -4.3631 0.03 -0.02 0.00 -0.067
C -2.2321 2.7534 -3.9597 0.05 -0.07 -0.19 -0.318
C -2.6723 1.5080 -4.3804 0.04 0.09 0.01 -0.048
C -1.9823 0.3623 -3.9782 -0.12 -0.03 0.02 -0.258
C -2.4782 -1.0047 -4.3656 -0.03 -0.01 0.04 -0.042
C -0.8601 0.4876 -3.1887 -0.05 0.04 -0.07 -0.015
C -0.3844 1.7319 -2.7135 -0.26 0.08 -0.12 -0.277
C -1.1163 2.8614 -3.1366 0.10 0.02 -0.05 -0.030
N 0.7013 1.7162 -1.8681 0.00 0.11 0.10 -0.042
C 1.5660 2.8885 -1.7142 0.03 0.07 0.00 -0.438
C 1.9946 3.4679 -3.0776 0.00 -0.03 0.03 -0.077
C 2.9713 4.6339 -2.8954 -0.01 0.00 0.02 -0.293
C 4.2387 4.1380 -2.1959 -0.01 -0.02 0.00 -0.130
C 3.8591 3.5634 -0.8296 -0.01 0.04 -0.02 -0.282
C 3.2269 4.6633 0.0268 -0.02 -0.01 0.02 -0.124
C 1.9545 5.1606 -0.6630 0.00 -0.01 -0.02 -0.285
C 2.3130 5.7256 -2.0429 -0.01 -0.01 0.01 -0.128
C 0.9647 3.9997 -0.8231 -0.06 -0.03 0.01 -0.076
C 2.8539 2.4248 -1.0070 -0.09 -0.01 0.00 -0.101
H -3.8040 3.7696 -5.0307 0.00 0.00 0.01 0.064
H -2.3134 4.7093 -4.8773 -0.01 -0.01 0.02 0.069
H -3.3815 4.5188 -3.4883 -0.01 0.01 0.00 0.070
H -3.5528 1.4217 -5.0100 0.00 0.00 0.01 0.102
H -2.9327 -0.9935 -5.3597 0.00 0.00 0.00 0.067
H -3.2252 -1.3462 -3.6428 0.07 0.05 -0.04 0.067
H -1.6702 -1.7364 -4.3515 -0.01 0.01 0.01 0.082
H -0.3485 -0.4390 -2.9430 0.02 -0.02 -0.05 0.062
H -0.8302 3.8525 -2.8181 0.00 0.00 0.01 0.089
H 1.1261 3.8039 -3.6451 0.01 0.00 -0.01 0.104
H 2.4589 2.6582 -3.6507 0.00 0.01 -0.01 0.133
H 3.2311 5.0446 -3.8772 0.00 0.01 -0.02 0.129
H 4.9552 4.9607 -2.0771 0.00 0.00 0.01 0.110
H 4.7197 3.3647 -2.8040 -0.01 0.01 0.00 0.117
H 4.7526 3.1758 -0.3310 0.02 -0.02 0.01 0.136
H 3.9335 5.4915 0.1657 0.00 0.00 -0.01 0.111
H 2.9789 4.2686 1.0175 -0.02 0.00 -0.02 0.114
H 1.4920 5.9451 -0.0549 -0.01 0.00 0.00 0.133
H 2.9949 6.5782 -1.9342 0.00 0.00 0.00 0.109
H 1.4079 6.0915 -2.5421 0.02 -0.01 0.01 0.115
H 0.0324 4.3819 -1.2378 -0.01 0.01 -0.03 0.102
H 0.7208 3.5653 0.1525 0.07 0.24 -0.18 0.093
H 2.5918 2.0233 -0.0256 0.09 0.04 -0.08 0.084
H 3.2912 1.6054 -1.5858 0.03 -0.03 -0.01 0.120
C 1.9766 -1.1227 -2.4806 -0.40 -0.06 0.28 -0.242
H 1.6509 -1.3068 -3.5047 0.02 0.01 -0.08 -0.075
H 2.8652 -1.6945 -2.2024 0.03 -0.04 0.04 -0.068
C -3.0807 0.1774 3.2773 0.02 0.02 -0.04 -0.279
S -2.3085 -0.8130 1.6313 0.00 0.13 -0.03 0.837
O -3.0589 -2.0793 2.0313 -0.03 -0.12 0.02 -0.579
C -3.3559 0.2045 0.5625 0.02 -0.01 0.02 -0.353
C -2.8635 1.2236 -0.2443 0.02 -0.01 0.08 -0.050
C -3.7292 1.9457 -1.0560 0.03 0.09 0.03 -0.078
C -5.0857 1.6547 -1.0733 -0.02 -0.04 0.05 -0.110
C -5.5742 0.6322 -0.2689 -0.02 0.00 -0.02 -0.104
C -4.7120 -0.0863 0.5460 0.00 -0.08 0.01 -0.098
H -4.1619 0.0899 3.4439 0.05 -0.02 -0.04 -0.016
H -2.8045 1.2402 3.1972 0.00 -0.05 -0.01 -0.014
H -2.5471 -0.2774 4.1221 -0.03 0.02 -0.07 -0.020
H -1.8023 1.4311 -0.2670 0.04 0.03 0.01 0.094
H -3.3295 2.7231 -1.6973 -0.04 -0.08 0.11 0.080
H -5.7561 2.2140 -1.7163 0.00 0.00 -0.02 0.085
H -6.6315 0.3902 -0.2834 -0.02 -0.01 0.01 0.086
H -5.0626 -0.9026 1.1682 -0.01 0.02 0.03 0.103

Record 4
9
Properties=species:S:1:pos:R:3:forces:R:3:lowdin_charge:R:1 method="wB97M-V/def2-TZVPD" homo_ev=-9.059 spin_multiplicity=1 charge=0 de_lowest_ev=3.5810
C -0.2323 1.8589 -0.1221 -2.05 3.97 -0.77 -0.500
C 0.3610 -0.8408 0.3810 -0.06 -0.92 2.17 -1.100
H -2.8651 1.0008 0.8806 0.42 -0.99 0.12 0.097
H -0.0438 3.0413 -0.4932 0.63 -3.64 0.81 0.154
H -0.1176 -0.6301 1.3873 0.38 -0.52 -1.43 0.058
N -1.4393 1.9544 0.3219 1.31 -2.00 0.32 -0.063
O -1.9634 0.6519 0.7230 -0.68 2.21 -0.35 -0.129
S 0.7099 0.4579 -0.6043 0.52 1.97 -1.28 0.879
S 1.0423 -2.2340 -0.1061 -0.45 -0.07 0.40 0.604